[1]
This record from the Open Molecules 2025 dataset describes a single C5H10N2O molecule. The level of theory is wB97M-V/def2-TZVPD.

Output
**Kohn-Sham gap (alpha / beta)**: 0.2321 / 0.3052 hartree
**E_HOMO (alpha / beta)**: -0.2703 / -0.3165 hartree
**Calculated total energy**: -381.0720 a.u.

```
! RIJCOSX wB97M-V def2-TZVPD def2/J DEFGRID3
* xyz 0 1
C -0.3631 -1.1072 0.0915
C -1.5741 1.5601 0.9252
C -0.2852 -2.3555 -0.6740
C 0.2243 0.1833 -0.3223
C 2.2985 0.9342 0.4160
O -1.2490 0.7450 -0.1967
N 1.0816 0.7722 0.7115
N 0.5649 0.1335 -1.6341
H -0.8072 -1.1526 1.0837
H 0.3006 1.0121 -2.0814
H -2.6118 1.8652 0.7875
H -0.9333 2.4437 0.9736
H -1.4732 1.0186 1.8715
H 0.1627 -3.1291 -0.0359
H -1.2930 -2.7169 -0.9149
H 0.2755 -2.2324 -1.5964
H 2.9732 1.3496 1.1612
H 2.7086 0.6764 -0.5660
*
```


[2]
This record from the Open Molecules 2025 dataset describes a molecular structure, C15H16BrNTl. The level of theory is wB97M-V/def2-TZVPD.

Output
**Kohn-Sham gap**: 0.2831 hartree
**E_HOMO**: -0.4196 hartree
**Calculated total energy**: -3382.0903 a.u.

```
! RIJCOSX wB97M-V def2-TZVPD def2/J DEFGRID3
* xyz 1 1
Tl -0.2661 2.2267 0.0927
Br -0.2686 3.6972 2.1093
C 0.0019 2.2198 3.2827
C 0.0835 2.5022 4.6500
C 0.2802 1.4710 5.5636
C 0.3959 0.1558 5.1140
C 0.3167 -0.1481 3.7453
C 0.4336 -1.4747 3.2949
C 0.3555 -1.7811 1.9354
C 0.1594 -0.7646 1.0089
C 0.0425 0.5523 1.4462
C 0.1167 0.8944 2.8088
H -0.0053 3.5238 5.0112
H 0.3437 1.6900 6.6266
H 0.5494 -0.6358 5.8450
H 0.5876 -2.2847 4.0053
H 0.4479 -2.8119 1.6033
H 0.0963 -0.9857 -0.0521
C -1.3228 -1.6930 -3.4942
C -0.2111 -0.6525 -3.6386
C -0.4302 0.1580 -4.9105
C 1.1447 -1.3644 -3.7103
C -0.2374 0.2538 -2.4784
N -0.2572 0.9603 -1.5641
H -1.3142 -2.3748 -4.3745
H -2.3104 -1.1838 -3.4433
H -1.1688 -2.2924 -2.5705
H -0.4191 -0.5167 -5.7944
H 0.3763 0.9145 -5.0222
H -1.4140 0.6748 -4.8641
H 1.1586 -2.0447 -4.5919
H 1.3087 -1.9620 -2.7879
H 1.9565 -0.6144 -3.8186
H -0.5306 3.6907 -1.0278
*
```


[3]
This record from the Open Molecules 2025 dataset describes 5 unconnected molecules or ions with the total composition C27H58IN2O7. The level of theory is wB97M-V/def2-TZVPD.

Output
**Kohn-Sham gap**: 0.2915 hartree
**E_HOMO**: -0.4031 hartree
**Calculated total energy**: -1996.9692 a.u.

```
! RIJCOSX wB97M-V def2-TZVPD def2/J DEFGRID3
* xyz 1 1
O -1.3536 -4.4158 2.1032
C -2.5790 -4.1097 1.9455
C -3.0461 -3.6250 0.4477
C -1.8333 -2.6913 -0.0753
N -0.8438 -3.1069 -1.0259
C 0.0490 -1.9294 -1.1287
I 1.7886 -1.9860 -2.4094
C -0.5114 -0.8483 -0.1865
C 0.2704 0.5380 -0.0554
C -0.1408 1.6402 -1.1736
C 0.3505 3.0773 -0.5658
O 1.6634 2.9441 0.0788
N -1.7120 -1.3545 0.4762
C -2.5368 -0.6438 1.4969
C -2.9479 0.8615 1.1074
C -4.5157 1.2005 1.3046
O -5.1508 0.5004 2.4035
H -3.2859 -4.1393 2.8493
H -4.0413 -3.0544 0.5035
H -3.1486 -4.5878 -0.1904
H -0.7021 -3.9925 -1.5313
H 1.3856 0.3025 -0.2449
H 0.1661 0.9993 0.9857
H 0.4168 1.4789 -2.1757
H -1.2589 1.6435 -1.4190
H -0.3793 3.2833 0.3117
H 0.3517 3.9115 -1.3501
H 2.2789 2.4478 -0.5072
H -1.9179 -0.5898 2.4684
H -3.4568 -1.2908 1.7396
H -2.7000 1.0747 0.0097
H -2.3674 1.5605 1.8212
H -4.5660 2.3352 1.5357
H -5.0818 1.0474 0.3052
H -5.6906 -0.2166 2.0003
C -8.7385 2.5739 1.9032
C -7.4556 3.1923 2.4331
O -6.8366 4.0881 1.5176
C -7.6052 5.2182 1.1213
C -8.0066 6.1148 2.2799
H -8.5477 2.0418 0.9648
H -9.1506 1.8692 2.6302
H -9.5011 3.3274 1.6999
H -6.7343 2.3941 2.6240
H -7.6257 3.6893 3.3931
H -8.4819 4.8964 0.5495
H -6.9814 5.7927 0.4302
H -8.6395 5.5933 3.0007
H -8.5601 6.9827 1.9141
H -7.1205 6.4652 2.8164
C 5.3671 -0.0929 -4.5061
C 5.0413 1.3464 -4.1432
O 4.9216 1.5661 -2.7429
C 6.0753 1.2839 -1.9578
C 7.2892 2.1101 -2.3449
H 4.6031 -0.7697 -4.1069
H 5.4111 -0.2123 -5.5916
H 6.3276 -0.4099 -4.0966
H 4.0758 1.6096 -4.5832
H 5.7736 2.0360 -4.5735
H 6.3007 0.2126 -1.9901
H 5.8101 1.5112 -0.9207
H 7.6042 1.9176 -3.3726
H 8.1306 1.8800 -1.6875
H 7.0656 3.1775 -2.2663
C -3.8271 -9.8416 -1.2987
C -3.3815 -8.6207 -2.0854
O -2.7628 -7.6214 -1.2823
C -1.5843 -8.0091 -0.5852
C -0.4643 -8.4759 -1.4992
H -4.5208 -9.5514 -0.5026
H -4.3259 -10.5576 -1.9567
H -2.9860 -10.3521 -0.8267
H -4.2601 -8.1554 -2.5392
H -2.7221 -8.9040 -2.9115
H -1.8232 -8.7698 0.1648
H -1.2463 -7.1266 -0.0324
H -0.7461 -9.3613 -2.0721
H 0.4246 -8.7239 -0.9145
H -0.2043 -7.6919 -2.2165
C 9.6000 3.1247 2.3576
C 9.3339 4.3188 1.4565
O 8.1842 4.1649 0.6338
C 6.9451 3.9817 1.3080
C 6.5772 5.1376 2.2223
H 9.7141 2.2132 1.7611
H 10.5122 3.2816 2.9390
H 8.7823 2.9532 3.0599
H 10.1844 4.4461 0.7820
H 9.2619 5.2427 2.0386
H 6.9493 3.0321 1.8540
H 6.1783 3.8873 0.5327
H 7.3069 5.2742 3.0229
H 5.6024 4.9616 2.6836
H 6.5334 6.0726 1.6570
*
```


[4]
This record from the Open Molecules 2025 dataset describes a molecular structure, C22H14F5N2ORhS2. The level of theory is wB97M-V/def2-TZVPD.

Output
**Kohn-Sham gap (alpha / beta)**: 0.2173 / 0.2172 hartree
**E_HOMO (alpha / beta)**: -0.2994 / -0.2993 hartree
**Calculated total energy**: -2437.6340 a.u.

```
! RIJCOSX wB97M-V def2-TZVPD def2/J DEFGRID3
* xyz 0 1
Rh -1.4159 -0.7115 -0.8641
C -1.3005 -3.1991 1.6095
C -0.4249 -2.0604 1.2059
N -1.0748 -0.8518 1.0529
N -0.3444 0.2319 1.5485
C -0.6209 1.3516 1.0016
S -1.5796 1.4642 -0.4571
S -0.0912 2.8875 1.6998
C 1.7190 2.6336 1.6628
C 2.3569 3.1445 0.4036
C 2.2446 2.4267 -0.7839
C 2.8041 2.9122 -1.9551
C 3.4883 4.1208 -1.9538
C 3.6017 4.8434 -0.7753
C 3.0351 4.3583 0.3950
C 0.9262 -2.1596 0.9307
C 1.7940 -3.1327 1.5280
C 3.1198 -3.1333 1.2740
C 3.6687 -2.1686 0.3721
C 2.8918 -1.2698 -0.2775
C 1.4677 -1.2699 -0.0951
O 0.7403 -0.5951 -0.8791
H -2.0765 -2.8508 2.2869
H -0.7332 -4.0090 2.0624
H -1.7900 -3.6132 0.7217
H 1.8863 1.5683 1.8143
H 2.1011 3.1622 2.5355
H 1.6858 1.4993 -0.7959
H 2.6979 2.3501 -2.8749
H 3.9255 4.5002 -2.8685
H 4.1311 5.7877 -0.7664
H 3.1224 4.9284 1.3134
H 1.3775 -3.8274 2.2451
H 3.7773 -3.8367 1.7652
H 4.7375 -2.1715 0.1957
H 3.3017 -0.5623 -0.9859
F -2.9523 -1.4164 -3.1494
C -3.8680 -1.2784 -2.1509
C -3.3885 -0.9210 -0.9050
C -4.3391 -0.7617 0.0895
F -3.9901 -0.4069 1.3309
C -5.6881 -0.9647 -0.1541
F -6.5863 -0.8139 0.8217
C -6.1182 -1.3300 -1.4190
F -7.4152 -1.5287 -1.6505
C -5.1994 -1.4898 -2.4411
F -5.6051 -1.8364 -3.6641
*
```